[1]
C43H38BrF4N2O2PPt | ωB97M-V with the def2-TZVPD basis set

Results
**DFT total energy**: -145732.3625 eV
**Relative energy (zero: lowest compared OMol25 entry of this formula, charge and spin)**: 0.0000 eV
**F_max**: 0.0048 hartree/bohr
**Orbital gap**: 8.240 eV
**HOMO**: -8.03 eV

```
92
C43H38BrF4N2O2PPt ωB97M-V with the def2-TZVPD basis set
Pt -1.465 -0.263 -0.330
F -3.691 6.264 -0.679
C -2.892 5.201 -0.705
C -1.614 5.293 -1.238
F -1.188 6.459 -1.715
C -0.795 4.176 -1.257
F 0.447 4.363 -1.725
C -1.193 2.933 -0.790
P 0.064 1.379 -0.763
C 0.922 2.259 0.619
C 2.245 2.679 0.531
C 2.841 3.361 1.583
C 2.133 3.603 2.749
C 0.821 3.159 2.858
C 0.219 2.503 1.798
C 0.447 1.625 -2.533
C 1.692 1.998 -3.028
C 1.892 2.131 -4.393
C 0.853 1.882 -5.280
C -0.389 1.507 -4.794
C -0.592 1.384 -3.426
C -2.462 2.904 -0.251
Br -3.094 1.295 0.591
C -3.312 3.989 -0.192
F -4.528 3.891 0.355
H 2.828 2.456 -0.351
H 3.869 3.687 1.492
H 2.603 4.121 3.575
H 0.266 3.321 3.773
H -0.800 2.157 1.906
H 2.513 2.191 -2.352
H 2.865 2.426 -4.764
H 1.014 1.980 -6.346
H -1.204 1.303 -5.476
H -1.564 1.082 -3.050
C -5.638 -3.134 -1.277
C -5.372 -1.729 -0.735
C -5.028 -1.725 0.732
C -6.025 -1.609 1.695
C -5.712 -1.584 3.043
C -4.388 -1.657 3.449
C -3.358 -1.773 2.522
C -1.920 -1.826 2.977
C -1.391 -3.252 3.136
C -3.704 -1.835 1.166
N -2.660 -1.903 0.197
C -2.204 -3.035 -0.248
C -1.098 -2.994 -1.116
C -0.497 -3.916 -1.975
C 0.417 -3.194 -2.740
C 0.342 -1.861 -2.319
N -0.553 -1.743 -1.334
H -5.923 -3.098 -2.329
H -6.443 -3.617 -0.721
H -4.752 -3.764 -1.192
H -6.260 -1.111 -0.884
H -4.562 -1.265 -1.302
H -7.057 -1.523 1.375
H -6.499 -1.488 3.780
H -4.142 -1.610 4.503
H -1.848 -1.309 3.937
H -1.273 -1.286 2.281
H -2.005 -3.823 3.835
H -0.366 -3.236 3.506
H -1.385 -3.781 2.183
H -2.677 -3.969 0.044
H -0.711 -4.971 -2.025
H 1.070 -3.575 -3.508
H 0.899 -1.007 -2.665
C 7.613 -1.173 1.152
C 6.141 -0.968 0.923
C 5.580 -1.141 -0.333
C 4.220 -0.972 -0.566
C 3.718 -1.205 -1.968
C 3.385 -0.637 0.510
C 3.928 -0.469 1.796
C 3.107 -0.088 3.002
C 5.299 -0.624 1.970
C 1.914 -0.395 0.331
O 1.591 0.258 -0.768
O 1.102 -0.713 1.183
H 8.173 -1.096 0.220
H 7.803 -2.163 1.573
H 8.009 -0.438 1.853
H 6.220 -1.416 -1.165
H 4.529 -1.583 -2.591
H 3.327 -0.293 -2.417
H 2.910 -1.936 -1.983
H 2.460 0.764 2.794
H 3.770 0.169 3.828
H 2.455 -0.904 3.310
H 5.717 -0.473 2.959
```

=====

[2]
C41H47AuN6O2P2SSi2 | ωB97M-V with the def2-TZVPD basis set

Results
**DFT total energy**: -105177.9928 eV
**2S+1**: 3
**Relative energy (zero: lowest compared OMol25 entry of this formula, charge and spin)**: 0.0000 eV
**F_max**: 0.0076 hartree/bohr
**Orbital gap (spin up / spin down)**: 7.789 / 5.741 eV
**HOMO (spin up / spin down)**: -7.31 / -7.39 eV
**<S²>**: 2.011

```
102
C41H47AuN6O2P2SSi2 ωB97M-V with the def2-TZVPD basis set
Au -0.302 -1.049 -0.795
C 2.960 -2.714 0.676
Si 3.278 -1.338 -0.532
C 3.573 -2.058 -2.229
C 4.761 -0.330 -0.008
N 1.894 -0.315 -0.601
P 1.449 1.174 -0.881
C -0.253 0.961 -1.260
P -1.961 1.278 -0.996
N -2.645 -0.154 -0.898
Si -3.848 -1.036 -1.772
C -4.181 -2.586 -0.795
C -3.230 -1.486 -3.476
C -5.426 -0.046 -1.908
C -2.574 2.340 -2.324
C -2.011 2.248 -3.595
C -2.525 2.998 -4.642
C -3.603 3.843 -4.424
C -4.170 3.939 -3.159
C -3.659 3.190 -2.111
C -2.150 2.171 0.539
C -2.628 1.544 1.703
C -2.685 2.279 2.892
C -2.307 3.601 2.915
C -1.841 4.237 1.761
C -1.753 3.515 0.594
C 2.339 1.940 -2.258
C 3.554 2.600 -2.082
C 4.266 3.055 -3.183
C 3.776 2.846 -4.464
C 2.579 2.167 -4.649
C 1.868 1.711 -3.551
C 1.538 2.253 0.554
C 1.772 3.629 0.488
C 1.739 4.385 1.648
C 1.425 3.784 2.862
C 1.128 2.430 2.921
C 1.196 1.659 1.771
H 3.879 -3.273 0.874
H 2.218 -3.414 0.282
H 2.575 -2.333 1.623
H 4.409 -2.763 -2.232
H 3.789 -1.269 -2.955
H 2.680 -2.592 -2.566
H 5.646 -0.959 0.121
H 4.564 0.173 0.943
H 5.000 0.432 -0.754
H -3.327 -3.267 -0.808
H -5.042 -3.120 -1.207
H -4.401 -2.350 0.249
H -2.233 -1.931 -3.405
H -3.164 -0.610 -4.126
H -3.891 -2.213 -3.957
H -5.779 0.231 -0.911
H -6.212 -0.631 -2.393
H -5.283 0.869 -2.487
H -1.168 1.588 -3.759
H -2.083 2.924 -5.628
H -4.003 4.429 -5.241
H -5.010 4.600 -2.990
H -4.098 3.264 -1.123
H -2.918 -0.138 0.874
H -3.018 1.765 3.784
H -2.362 4.152 3.847
H -1.535 5.274 1.789
H -1.374 3.987 -0.306
H 3.953 2.745 -1.086
H 5.208 3.568 -3.040
H 4.333 3.203 -5.321
H 2.205 1.989 -5.649
H 0.946 1.158 -3.691
H 1.974 4.106 -0.462
H 1.942 5.448 1.606
H 1.385 4.385 3.762
H 0.822 1.964 3.849
H 0.955 0.600 1.815
N 3.988 -4.378 5.835
C 2.885 -3.772 5.224
C 1.701 -4.485 5.034
C 0.593 -3.870 4.473
C 0.661 -2.538 4.092
C 1.824 -1.813 4.299
C 2.931 -2.426 4.858
S -0.753 -1.724 3.347
O -0.505 -0.280 3.588
O -3.048 0.275 1.759
N -0.353 -1.936 1.732
C -0.675 -3.072 1.156
N -1.129 -4.173 1.816
C -1.303 -5.272 1.116
C -1.058 -5.381 -0.255
C -0.686 -4.217 -0.885
N -0.518 -3.080 -0.219
H 4.020 -5.381 5.741
H 4.875 -3.957 5.608
H 1.649 -5.524 5.337
H -0.323 -4.424 4.319
H 1.846 -0.763 4.027
H 3.841 -1.859 5.024
H -1.671 -6.131 1.671
H -1.187 -6.305 -0.794
H -0.530 -4.174 -1.958
```

=====

[3]
C17H46BF4N4O9 | ωB97M-V with the def2-TZVPD basis set

Results
**DFT total energy**: -54315.4366 eV
**Relative energy (zero: lowest compared OMol25 entry of this formula, charge and spin)**: 0.0000 eV
**Net charge**: -1
**F_max**: 0.0354 hartree/bohr
**Orbital gap**: 8.565 eV
**HOMO**: -5.95 eV

```
81
C17H46BF4N4O9 ωB97M-V with the def2-TZVPD basis set
B -0.332 0.168 -0.158
F -0.259 0.725 1.141
F 0.691 0.719 -0.926
F -0.247 -1.246 -0.111
F -1.581 0.497 -0.739
C -1.967 -2.526 3.985
O -2.496 -3.554 4.359
N -2.491 -1.739 2.981
N -0.707 -2.110 4.361
H -2.123 -0.857 2.677
H -3.195 -2.132 2.379
H -0.363 -1.192 4.138
H -0.310 -2.556 5.169
C 6.347 -0.837 2.887
O 4.997 -0.863 2.526
C 4.845 -0.686 1.135
C 3.364 -0.599 0.845
N 2.957 -0.866 -0.522
C 3.631 -0.061 -1.498
C 3.502 -0.613 -2.893
O 2.197 -0.595 -3.394
C 1.826 0.605 -4.023
H 6.484 -0.829 3.964
H 6.864 0.035 2.462
H 6.866 -1.706 2.455
H 5.326 -1.518 0.596
H 5.341 0.227 0.771
H 2.963 0.344 1.267
H 2.825 -1.271 1.529
H 1.952 -0.754 -0.584
H 4.686 0.066 -1.251
H 3.276 0.986 -1.505
H 3.896 -1.637 -2.928
H 4.220 -0.116 -3.566
H 2.642 1.307 -4.188
H 1.040 1.105 -3.434
H 1.271 0.418 -4.950
C -2.444 3.975 3.884
O -2.230 3.995 2.483
C -0.965 4.402 2.134
C -0.819 4.480 0.589
N -1.644 3.490 -0.066
C -1.727 3.572 -1.541
C -3.074 3.128 -2.021
O -4.049 3.972 -1.495
C -5.324 3.900 -2.088
H -3.503 3.818 4.033
H -1.945 4.842 4.341
H -1.870 3.139 4.323
H -0.135 3.774 2.498
H -0.744 5.395 2.561
H 0.247 4.316 0.359
H -1.018 5.515 0.295
H -1.128 2.630 0.106
H -0.881 3.051 -1.995
H -1.608 4.641 -1.774
H -3.299 2.091 -1.729
H -3.113 3.066 -3.123
H -5.204 3.976 -3.182
H -5.903 4.733 -1.711
H -5.750 2.906 -1.898
C -3.336 -3.294 -1.137
C -4.145 -2.162 -1.766
O -3.383 -1.012 -2.029
O -3.123 -3.029 0.264
H -2.412 -3.482 -1.691
H -3.946 -4.202 -1.082
H -4.980 -2.035 -1.063
H -4.542 -2.539 -2.713
H -2.722 -0.865 -1.334
H -2.268 -2.586 0.370
C 1.039 -5.225 -0.836
C 1.930 -4.073 -1.288
O 2.849 -3.732 -0.318
O 0.449 -4.971 0.430
H 1.607 -6.147 -0.683
H 0.273 -5.398 -1.603
H 1.234 -3.256 -1.537
H 2.392 -4.348 -2.248
H 2.943 -2.766 -0.228
H 0.332 -4.022 0.550
```

=====

[4]
C2H3Cl2P | ωB97M-V with the def2-TZVPD basis set

Results
**DFT total energy**: -36450.5810 eV
**Relative energy (zero: lowest compared OMol25 entry of this formula, charge and spin)**: 5.9810 eV
**F_max**: 0.0583 hartree/bohr
**Orbital gap (spin up / spin down)**: 7.766 / 7.312 eV
**HOMO (spin up / spin down)**: -8.34 / -8.07 eV

```
8
C2H3Cl2P ωB97M-V with the def2-TZVPD basis set
C 3.143 -0.821 -0.186
C -0.702 0.176 0.806
P 1.509 -0.653 0.278
Cl 4.527 0.048 -0.090
Cl -1.452 -1.045 -0.160
H -0.867 0.045 1.811
H -0.937 1.221 0.805
H 1.172 -1.965 0.426
```